2 unconnected molecules or ions with the total composition C3H10S2. Source: OMol25; level of theory: wB97M-V/def2-TZVPD.

Positions of all 15 atoms, in Å:
S 2.10801 -2.62768 -0.09908
H 1.00847 1.13914 -0.74480
H 0.92383 -1.00341 -1.78930
C 0.66031 1.36705 0.27446
H -1.39789 0.12695 -1.13478
H 1.54749 1.31711 0.90103
C -1.66666 0.46474 -0.13723
H -2.42799 -0.23777 0.20171
H -0.04286 -0.56599 0.86248
H -2.06903 1.48145 -0.19501
C -0.44615 0.44641 0.76119
H -0.70725 0.71330 1.78078
S 1.01285 -2.34700 -1.78773
H 0.36748 2.41639 0.28486
H 1.12941 -2.69069 0.82143

Atoms 1-2, force components in eV/Å:
S 0.3 0.0 0.3
H -0.3 0.0 0.2

Output
HOMO-LUMO gap = 10.10 eV
HOMO energy = -9.70 eV
spin multiplicity = 1
F_max = 0.01028 Eh/bohr
E = -24943.593 eV
relative energy (zero: lowest compared OMol25 entry of this formula, charge and spin) = 0.104 eV
net charge = 0

=====

14 unconnected molecules or ions with the total composition C84H170N14O8 at a distorted geometry. Source: OMol25; level of theory: wB97M-V/def2-TZVPD.

Positions of all 276 atoms, in Å:
C 13.08334 15.98296 12.43772
C 14.75197 16.09435 24.15215
H 19.52644 14.11977 22.34412
C 14.82820 16.63475 22.76804
C 16.38862 9.82473 16.67693
H 16.05398 11.97498 11.92819
H 15.56936 16.55098 20.02503
C 22.55478 14.96494 21.46314
C 16.59169 12.44425 22.61271
H 13.53387 12.32305 25.02380
H 17.08438 19.78480 14.86781
H 13.88945 16.97972 22.34671
H 21.49571 19.73590 13.68206
H 12.30041 12.04781 17.73132
C 17.01753 12.38401 11.51712
H 15.47839 11.46881 14.09972
H 16.71054 20.51592 20.64029
H 18.80372 15.55415 14.90411
C 16.00021 16.00278 19.18066
C 17.25389 8.97367 20.83554
C 21.65906 20.59784 18.62966
H 9.57662 14.98025 20.17956
H 21.51751 16.13256 18.08995
C 22.59954 12.86550 12.97321
H 7.30139 18.15245 21.66886
H 14.17564 16.77714 24.79862
H 18.28717 14.85243 17.33371
H 18.82868 9.67053 11.54276
H 20.12341 15.93575 15.93549
N 21.27063 15.38844 20.93706
C 12.53622 14.80485 11.85144
H 19.56329 17.20798 19.48218
H 22.80796 13.95546 21.13244
C 19.42450 22.30666 13.87070
H 11.57347 9.61204 14.31690
H 18.61000 22.01009 19.20291
H 12.38196 20.45321 13.63362
C 18.14070 15.89364 16.95742
N 22.22518 18.76413 17.12249
H 13.97418 14.66071 15.44705
C 22.50583 15.05116 22.99131
H 10.30218 18.57299 21.10327
H 21.71737 14.40696 23.35240
H 16.75156 20.17293 12.45910
O 14.42197 11.60385 22.29494
O 15.00179 13.38605 21.25172
H 15.21602 15.85740 22.13333
C 22.71722 14.89216 14.36270
H 12.23483 19.27779 12.27576
H 22.40227 15.55804 11.06580
H 22.67663 20.63691 18.91574
H 18.51769 16.48135 17.82415
C 16.30669 19.55175 20.42923
C 16.01141 19.82484 15.10166
H 20.10474 11.52193 12.50909
H 20.24403 12.26690 23.89401
H 17.28608 9.88154 16.07712
H 20.99363 22.16159 19.83745
C 20.82218 14.77090 19.68242
H 10.85890 10.51034 16.35988
H 17.21000 11.88175 10.60987
H 22.31284 16.08483 23.26095
C 10.22611 16.82789 19.29748
C 16.16675 16.90336 17.93316
C 13.16407 9.47265 19.41418
H 15.86507 20.87324 15.02909
C 12.25726 8.38384 15.91752
H 12.93466 11.24313 13.46068
H 14.77879 22.26916 18.09736
C 18.64284 23.36662 13.10433
H 18.55864 10.68048 24.69563
C 14.40468 15.45264 16.05519
N 20.35450 21.46442 13.19003
H 22.98835 21.16485 15.45769
H 13.00403 14.38443 10.94430
H 17.14151 13.17753 13.80095
C 13.07730 18.80289 17.66068
C 19.06246 16.22349 15.72588
H 15.92033 19.28902 11.09971
C 19.93125 17.47123 20.51953
H 14.26353 19.99980 20.87865
H 11.11601 17.45461 19.46288
H 12.17362 9.81325 19.15710
C 18.90312 12.37186 14.73844
H 13.88731 15.53292 17.01240
N 14.24781 14.66924 24.28193
C 11.49665 11.29626 15.94846
H 20.81430 13.71094 19.83915
C 11.78001 15.50511 23.95802
O 23.39129 18.86890 17.56668
H 15.24744 17.99645 14.45155
H 8.69843 20.38732 17.90215
H 14.38491 11.28362 18.88203
H 19.31304 24.04565 12.57799
H 15.73492 14.32084 17.20061
C 22.70105 13.51029 14.22832
N 16.72170 16.16083 16.72503
H 7.50625 18.75886 19.18526
H 17.62969 9.82981 18.29391
H 12.62915 13.61643 23.51262
H 23.12312 21.28613 13.60909
H 12.04146 7.46497 15.31809
H 17.97284 18.01265 11.65636
H 10.99971 14.83907 19.22849
C 13.02083 14.62528 23.54490
H 15.95068 8.75906 16.73902
H 14.60608 21.26319 12.69925
H 14.80035 13.09393 13.99419
H 16.60099 14.48458 12.06946
H 13.26203 14.92141 22.50105
N 10.63530 16.73619 15.09730
C 15.88215 15.05317 16.35768
H 23.37119 15.65132 21.11898
H 13.20374 9.56367 20.49983
C 13.21670 11.72824 14.42318
C 19.93447 19.51786 17.32915
H 19.92669 12.13549 14.44633
H 16.97561 15.69501 19.52212
H 14.08480 12.26962 26.61548
C 11.39432 14.27237 12.40873
H 13.17395 8.42180 19.17325
N 14.57954 20.39505 18.89605
H 14.01861 19.25605 14.60500
H 14.11081 10.12013 17.57123
H 15.12723 14.62810 26.12845
H 13.27684 22.57893 20.20536
H 14.87467 12.33777 15.61422
C 19.25776 10.41874 10.91118
C 19.23351 12.32739 23.61083
H 16.39792 18.95167 21.38412
H 10.23548 16.69139 18.18736
C 18.30302 11.41122 23.99682
H 10.90194 13.38518 11.90216
H 17.96297 20.18539 17.47577
C 22.47877 21.45692 14.48599
H 15.16934 17.22746 17.62931
N 18.14552 12.08782 12.47498
C 11.35936 16.07917 13.96382
C 13.26085 20.17698 18.31059
H 18.62767 10.64401 10.01391
O 11.14976 17.74172 15.50997
H 22.63666 16.70935 13.19738
H 16.19903 10.62843 23.73475
H 15.96835 10.74137 20.73492
C 15.06404 19.01077 14.23478
H 21.26592 19.26773 11.51974
C 9.25963 19.77502 18.57790
C 21.23964 19.60879 17.71080
H 15.22950 12.48045 25.29325
H 16.65579 11.33151 18.33993
H 12.05075 18.64662 17.24722
H 9.83548 14.44643 13.85264
H 15.86126 19.55148 16.17061
H 19.64178 18.71030 16.70842
O 21.93387 18.02278 16.23211
H 18.64084 21.75859 14.46204
H 20.52507 20.43779 14.99240
H 20.25036 10.03697 10.62303
C 21.27201 16.85387 20.85292
H 13.80486 18.58740 16.89312
H 22.63765 15.01437 18.55963
H 14.56767 21.91915 21.24810
C 14.39583 22.48008 20.31652
H 21.18872 14.42943 17.65243
C 14.24145 12.74423 25.68122
H 11.45820 15.40077 25.03430
H 19.68059 12.58051 11.13910
H 8.33731 17.96100 17.85816
H 13.29987 14.72028 26.26734
H 8.09474 19.68056 21.59412
C 18.17459 12.98863 13.55598
H 18.86680 17.27118 15.52015
H 18.07535 9.58766 20.49497
C 8.27038 18.63197 21.84446
H 22.67500 12.90323 15.16312
H 9.69488 17.04606 21.70223
C 16.97038 11.38364 23.42642
H 11.17735 15.48879 20.83391
C 12.51621 16.66551 13.49392
N 14.96451 19.11529 12.82050
H 23.43186 14.66730 23.44729
H 19.94211 18.57644 20.58026
H 8.36930 18.62977 23.00109
H 19.11251 19.79031 12.62971
H 14.79898 23.46601 20.37895
C 19.40387 11.73131 11.71503
N 9.05296 17.47694 19.80906
C 19.70306 20.60728 12.16006
H 10.95557 15.23571 23.31618
O 22.62480 10.84469 11.88052
H 12.43439 13.17243 16.38923
H 16.04600 13.90286 10.44005
C 22.56689 14.97572 11.95370
H 22.79911 15.44677 15.29972
H 9.40819 20.36478 19.49445
H 16.35513 14.53198 15.47494
C 21.17743 20.72604 14.15737
H 17.42276 17.87784 13.35655
N 12.80411 10.78338 15.49162
H 12.33431 20.94249 11.95801
C 21.57108 15.10160 18.39819
C 14.28241 10.13365 18.66346
H 11.89428 16.64075 23.89435
C 20.68931 21.40283 19.16786
C 9.37334 17.93823 21.15048
H 22.54029 13.04446 10.91835
C 15.01167 21.78129 19.03997
C 12.72890 20.20751 12.61512
C 14.19807 20.23982 12.33279
H 10.96312 11.71957 15.03451
C 11.79196 12.44973 16.86805
H 16.11721 21.77430 19.08488
C 15.98839 9.67090 20.42970
C 16.62287 10.24204 18.08885
H 15.36705 15.14049 19.01929
H 22.07002 17.17188 20.19361
H 11.32866 8.54988 16.57507
H 21.62628 17.19811 21.81973
N 22.55458 11.39932 12.95611
H 14.37156 16.36521 15.45984
C 14.13924 14.25733 25.69288
H 15.66100 16.03692 24.67283
H 18.32377 11.50693 15.17876
H 10.86639 12.89444 17.28968
C 10.78984 14.91001 13.47718
C 17.09077 17.97444 12.30674
C 16.83172 13.88874 11.17571
C 17.48142 13.45232 22.25521
O 22.33074 10.83588 14.00284
H 12.44388 20.43464 19.00117
H 17.40100 8.01109 20.35659
H 13.22813 18.06603 18.47747
H 17.98570 22.85422 12.40239
C 19.32476 21.35226 18.75192
H 18.96354 21.24126 11.67915
C 14.85536 19.57844 20.04669
C 8.53213 18.46826 18.83563
H 17.20681 14.25907 21.55335
H 18.60892 14.04135 13.37445
H 13.07135 8.04766 16.53507
H 21.05928 20.69882 10.42036
C 22.50575 13.63031 11.82111
H 14.60908 18.54003 19.81968
H 15.61393 10.34606 16.14455
H 13.39695 9.20974 14.28275
O 9.58094 16.20266 15.50788
H 16.89654 17.73413 18.04768
H 16.90874 19.06925 19.68463
H 19.26365 17.11714 21.31670
C 12.52118 9.45296 14.92213
C 18.93448 20.36725 17.85519
C 20.56456 19.96352 11.09591
H 10.25918 19.72480 18.20352
H 12.94498 17.60872 13.81050
H 16.50316 17.14608 11.89090
N 15.25488 12.48744 22.05702
H 18.92303 13.17346 15.47015
H 19.92002 19.39835 10.45608
H 13.20382 20.87300 17.45654
H 18.06310 24.01087 13.78692
C 16.21883 19.17882 12.13747
C 18.82647 13.39770 22.76011
H 15.23624 9.27210 21.00497
H 19.98321 22.79039 14.69462
H 19.80251 15.12911 19.49483
C 10.51770 15.48144 19.95528
H 22.41140 22.51009 14.54962
H 14.08632 16.22536 12.08485
N 15.62096 9.52669 19.00539
H 15.48256 17.48250 22.83639
C 14.67308 12.12675 14.52767
H 12.66630 12.65286 14.45699
H 17.26785 8.87044 21.90137
H 17.75519 14.30850 10.69869
C 22.62014 15.62433 13.19365
H 14.35950 20.34911 11.21414

Atoms 1-2, force components in eV/Å:
C 1.1 -1.5 -1.1
C -1.7 -1.3 1.6

Output
HOMO-LUMO gap = 7.08 eV
HOMO energy = -8.06 eV
spin multiplicity = 1
F_max = 0.07075 Eh/bohr
E = -127089.151 eV
relative energy (zero: lowest compared OMol25 entry of this formula, charge and spin) = 5.335 eV
net charge = 0

=====

Please write out number 1 again, unchanged.
2 unconnected molecules or ions with the total composition C3H10S2. Source: OMol25; level of theory: wB97M-V/def2-TZVPD.

Positions of all 15 atoms, in Å:
S 2.10801 -2.62768 -0.09908
H 1.00847 1.13914 -0.74480
H 0.92383 -1.00341 -1.78930
C 0.66031 1.36705 0.27446
H -1.39789 0.12695 -1.13478
H 1.54749 1.31711 0.90103
C -1.66666 0.46474 -0.13723
H -2.42799 -0.23777 0.20171
H -0.04286 -0.56599 0.86248
H -2.06903 1.48145 -0.19501
C -0.44615 0.44641 0.76119
H -0.70725 0.71330 1.78078
S 1.01285 -2.34700 -1.78773
H 0.36748 2.41639 0.28486
H 1.12941 -2.69069 0.82143

Atoms 1-2, force components in eV/Å:
S 0.3 0.0 0.3
H -0.3 0.0 0.2

Output
HOMO-LUMO gap = 10.10 eV
HOMO energy = -9.70 eV
spin multiplicity = 1
F_max = 0.01028 Eh/bohr
E = -24943.593 eV
relative energy (zero: lowest compared OMol25 entry of this formula, charge and spin) = 0.104 eV
net charge = 0